[1]
Formula: C5H9NO
Source: OMol25
Level of theory: ωB97M-V/def2-TZVPD

Electronic energy (hartree): -325.921979
SMILES: C[C@H]1CCC(=O)N1
Energy relative to the best compared isomer or geometry (same formula, charge and spin) (kcal per mole): 9.8
Frontier orbital gap (eV): 10.50
E_HOMO (hartree): -0.3490

Geometry as XYZ:
```
16
C5H9NO | OMol25 | ωB97M-V/def2-TZVPD
C -1.2015 1.0682 -0.3438
C -0.5392 0.2446 0.7702
C -0.3308 -1.1959 0.2507
C 1.0134 -1.0842 -0.5067
C 1.4626 0.3308 -0.1691
O 2.0685 1.1147 -0.8616
N 0.8615 0.6325 1.0473
H -2.2547 0.7765 -0.3650
H -1.1272 2.1498 -0.1883
H -0.7702 0.8478 -1.3319
H -1.1304 0.3105 1.6863
H -0.2710 -1.8978 1.0842
H -1.1441 -1.5175 -0.4084
H 0.9385 -1.1889 -1.5900
H 1.7533 -1.8007 -0.1336
H 1.0581 1.5809 1.3500
```

Population analysis type Löwdin, resulting atomic charges in e:
1 C -0.05
2 C -0.36
3 C -0.14
4 C -0.09
5 C -0.51
6 O 0.08
7 N 0.08
8 H 0.08
9 H 0.08
10 H 0.09
11 H 0.14
12 H 0.11
13 H 0.11
14 H 0.12
15 H 0.12
16 H 0.14

[2]
Formula: C38H37BrIN6OPd
Source: OMol25
Level of theory: ωB97M-V/def2-TZVPD

Electronic energy (hartree): -4873.427276
Total charge: +1
Energy relative to the best compared isomer or geometry (same formula, charge and spin) (kcal per mole): 12.7
Frontier orbital gap (alpha / beta) (eV): 6.37 / 6.37
E_HOMO (alpha / beta) (hartree): -0.3362 / -0.3363

Geometry as XYZ:
```
85
C38H37BrIN6OPd | OMol25 | ωB97M-V/def2-TZVPD
Pd 1.1811 -0.0440 -0.8465
C -5.6241 -2.2638 -0.6272
C -4.3775 -3.1483 -0.6209
C -4.4240 -4.0589 0.6160
C -4.3806 -4.0123 -1.8936
C -3.0925 -2.3360 -0.6064
C -1.8527 -2.9665 -0.5619
C -0.7078 -2.2132 -0.6444
N -0.7122 -0.8751 -0.7634
C -1.8879 -0.2305 -0.7100
C -3.0742 -0.9503 -0.6466
C -1.8982 1.2721 -0.6622
C -3.0897 1.9927 -0.6611
C -3.0814 3.3750 -0.5259
C -1.8363 3.9778 -0.3802
C -0.6975 3.1984 -0.4350
N -0.7190 1.8759 -0.5844
C -4.3510 4.2158 -0.5733
C -4.4243 5.1130 0.6714
C -5.6155 3.3599 -0.6330
C -4.2928 5.0961 -1.8334
H -6.5108 -2.8976 -0.6587
H -5.6537 -1.6108 -1.5036
H -5.6877 -1.6514 0.2770
H -5.3514 -4.6353 0.6083
H -4.3955 -3.4697 1.5356
H -3.5922 -4.7655 0.6348
H -5.2898 -4.6167 -1.9248
H -3.5236 -4.6888 -1.9234
H -4.3539 -3.3869 -2.7896
H -1.7637 -4.0412 -0.4667
H 0.2574 -2.6903 -0.6057
H -4.0074 -0.4145 -0.6205
H -4.0320 1.4807 -0.7718
H -1.7382 5.0468 -0.2369
H 0.2859 3.6507 -0.3602
H -4.4238 4.5141 1.5855
H -5.3466 5.6973 0.6471
H -3.5891 5.8145 0.7187
H -5.7008 2.7074 0.2405
H -5.6528 2.7498 -1.5396
H -6.4886 4.0138 -0.6432
H -3.4059 5.7338 -1.8342
H -5.1735 5.7422 -1.8759
H -4.2745 4.4817 -2.7376
Br 5.0410 -5.3603 6.4819
C 5.6538 -3.8050 5.6023
C 6.4423 -2.8994 6.2826
C 6.9026 -1.7678 5.6260
C 6.5435 -1.5148 4.3054
C 5.7547 -2.4532 3.6286
C 5.3152 -3.5949 4.2721
N 7.0444 -0.3227 3.7224
N 6.5644 0.2066 2.6909
C 5.2002 0.2550 2.3992
C 4.1724 0.0158 3.3083
C 2.8519 -0.1457 2.9036
C 2.5014 -0.0417 1.5627
O 1.2826 -0.2780 1.1184
C 3.5083 0.3731 0.6573
N 3.1122 0.5816 -0.6414
C 4.0026 0.9407 -1.5334
C 5.3566 1.1292 -1.2147
C 5.7776 0.9349 0.0705
C 4.8461 0.5468 1.0569
H 6.6916 -3.0744 7.3213
H 7.5264 -1.0413 6.1323
H 5.5039 -2.2927 2.5880
H 4.7079 -4.3212 3.7481
H 4.4310 -0.0521 4.3569
H 2.0658 -0.3678 3.6156
H 3.6477 1.0967 -2.5440
H 6.0483 1.4220 -1.9931
H 6.8137 1.0831 0.3492
I 2.6388 -2.4388 -2.6592
C 1.7201 -0.8414 -3.6439
C 1.7233 -0.7907 -5.0262
C 1.1317 0.2959 -5.6469
C 0.5654 1.2908 -4.8691
C 0.5870 1.1567 -3.4970
N 1.1552 0.1056 -2.8828
H 2.1787 -1.5871 -5.5955
H 1.1103 0.3603 -6.7291
H 0.1051 2.1618 -5.3138
H 0.1447 1.8923 -2.8431
```

Population analysis type Löwdin, resulting atomic charges in e:
1 Pd 0.97
2 C -0.06
3 C -0.56
4 C -0.03
5 C -0.03
6 C -0.14
7 C 0.01
8 C -0.10
9 N -0.01
10 C -0.15
11 C 0.06
12 C -0.20
13 C 0.05
14 C -0.14
15 C 0.00
16 C -0.11
17 N 0.07
18 C -0.56
19 C -0.04
20 C -0.06
21 C -0.04
22 H 0.09
23 H 0.09
24 H 0.09
25 H 0.09
26 H 0.10
27 H 0.08
28 H 0.09
29 H 0.08
30 H 0.09
31 H 0.12
32 H 0.07
33 H 0.09
34 H 0.09
35 H 0.12
36 H 0.12
37 H 0.10
38 H 0.09
39 H 0.08
40 H 0.09
41 H 0.09
42 H 0.09
43 H 0.08
44 H 0.09
45 H 0.09
46 Br 0.75
47 C -0.70
48 C -0.12
49 C -0.02
50 C -0.28
51 C -0.04
52 C -0.12
53 N 0.08
54 N 0.07
55 C -0.24
56 C -0.01
57 C 0.02
58 C -0.34
59 O -0.18
60 C -0.14
61 N -0.03
62 C -0.13
63 C -0.03
64 C 0.03
65 C -0.09
66 H 0.11
67 H 0.12
68 H 0.12
69 H 0.10
70 H 0.13
71 H 0.13
72 H 0.11
73 H 0.11
74 H 0.12
75 I 1.00
76 C -0.75
77 C -0.11
78 C -0.03
79 C -0.03
80 C -0.10
81 N -0.13
82 H 0.10
83 H 0.12
84 H 0.12
85 H 0.10

[3]
Formula: C26H26NSiSn
Source: OMol25
Level of theory: ωB97M-V/def2-TZVPD

Electronic energy (hartree): -1564.858741
Total charge: -1
Energy relative to the best compared isomer or geometry (same formula, charge and spin) (kcal per mole): 23.5
Frontier orbital gap (eV): 6.57
E_HOMO (hartree): -0.1447

Geometry as XYZ:
```
55
C26H26NSiSn | OMol25 | ωB97M-V/def2-TZVPD
Sn 1.2035 1.0393 -0.6997
C 3.2994 -0.1181 -0.6673
C 3.7989 -0.1259 -2.0185
C 4.7560 0.8095 -2.4652
C 5.2223 0.8129 -3.7618
C 4.7578 -0.1245 -4.6869
C 3.7701 -1.0311 -4.2837
C 3.3038 -1.0262 -2.9903
C 5.2890 -0.1649 -6.0160
N 5.7237 -0.2069 -7.0827
H 3.9110 0.3892 0.0740
H 2.9344 -1.0797 -0.3078
H 5.1431 1.5331 -1.7571
H 5.9571 1.5442 -4.0756
H 3.3748 -1.7376 -5.0028
H 2.5394 -1.7350 -2.6912
C -4.1326 0.0708 -4.4566
C -3.8653 -1.1270 -3.8080
C -3.0687 -1.1354 -2.6714
C -2.5252 0.0404 -2.1413
C -2.8202 1.2339 -2.8069
C -3.6111 1.2519 -3.9486
Si -1.3190 -0.0056 -0.6539
C -2.5142 -0.1784 0.8399
C -3.0470 -1.4121 1.2292
C -3.8549 -1.5414 2.3511
C -4.1498 -0.4263 3.1232
C -3.6313 0.8089 2.7598
C -2.8222 0.9269 1.6376
H -4.7337 0.0830 -5.3579
H -4.2722 -2.0544 -4.1945
H -2.8630 -2.0838 -2.1836
H -2.4174 2.1622 -2.4177
H -3.8203 2.1912 -4.4476
H -1.2115 1.5085 -0.5063
H -2.8212 -2.2984 0.6436
H -4.2491 -2.5122 2.6296
H -4.7646 -0.5207 4.0103
H -3.8534 1.6842 3.3600
H -2.4067 1.8928 1.3733
C -0.5403 0.0576 4.4787
C 0.9327 0.1965 4.0726
C 1.5510 1.4093 4.7836
C 1.7033 -1.0720 4.4516
C 1.0077 0.4174 2.6178
C 1.0647 0.6159 1.4226
H -0.6253 -0.0577 5.5636
H -0.9927 -0.8100 3.9956
H -1.1065 0.9358 4.1706
H 1.4830 1.2926 5.8692
H 1.0301 2.3224 4.4936
H 2.6007 1.5171 4.5066
H 1.6629 -1.2256 5.5339
H 2.7485 -0.9928 4.1496
H 1.2707 -1.9442 3.9601
```

Population analysis type Löwdin, resulting atomic charges in e:
1 Sn 0.82
2 C -0.31
3 C -0.38
4 C -0.06
5 C -0.05
6 C -0.27
7 C -0.05
8 C -0.06
9 C -0.22
10 N 0.11
11 H 0.04
12 H 0.04
13 H 0.11
14 H 0.11
15 H 0.11
16 H 0.11
17 C -0.12
18 C -0.11
19 C -0.13
20 C -0.35
21 C -0.12
22 C -0.11
23 Si 0.54
24 C -0.33
25 C -0.12
26 C -0.11
27 C -0.12
28 C -0.12
29 C -0.12
30 H 0.09
31 H 0.09
32 H 0.09
33 H 0.09
34 H 0.09
35 H -0.11
36 H 0.09
37 H 0.09
38 H 0.09
39 H 0.10
40 H 0.09
41 C -0.06
42 C -0.64
43 C -0.07
44 C -0.06
45 C -0.15
46 C -0.28
47 H 0.08
48 H 0.08
49 H 0.07
50 H 0.08
51 H 0.08
52 H 0.08
53 H 0.08
54 H 0.08
55 H 0.08

[4]
Formula: C5H20FO5
Source: OMol25
Level of theory: ωB97M-V/def2-TZVPD

2S+1: 2
Electronic energy (hartree): -678.326755
<S²>: 0.756
Energy relative to the best compared isomer or geometry (same formula, charge and spin) (kcal per mole): 6.8
Frontier orbital gap (alpha / beta) (eV): 11.06 / 4.24
E_HOMO (alpha / beta) (hartree): -0.3786 / -0.3691

Geometry as XYZ:
```
31
C5H20FO5 | OMol25 | ωB97M-V/def2-TZVPD
F -0.2466 -0.0381 1.4110
C -3.4045 1.8584 0.8956
O -2.2290 2.0633 1.6067
H -3.6929 0.8158 0.7618
H -4.2374 2.2955 1.4463
H -3.3214 2.4207 -0.0345
H -1.5998 1.3530 1.4614
C -0.3773 1.8848 -1.7162
O 0.5407 1.1104 -1.0414
H -0.9159 2.5018 -0.9969
H 0.1084 2.6051 -2.3745
H -1.0344 1.2432 -2.3034
H 0.0029 0.6847 -0.3697
C -2.4968 -1.7447 -0.7696
O -1.3270 -2.1403 -0.0989
H -2.3397 -0.7300 -1.1356
H -2.6597 -2.3047 -1.6904
H -3.3730 -1.7321 -0.1214
H -0.9731 -1.4799 0.5012
C 3.9398 1.3663 0.8006
O 2.8235 0.5077 0.8848
H 4.8329 0.8683 1.1779
H 4.0544 1.7007 -0.2304
H 3.8790 2.2679 1.4101
H 2.1939 0.8280 0.2347
C 2.2407 -3.2193 -0.0729
O 1.5284 -2.6191 0.9967
H 3.1178 -3.7934 0.2256
H 1.5782 -3.8866 -0.6243
H 2.6043 -2.4864 -0.7931
H 0.7837 -2.2007 0.5587
```

Population analysis type Löwdin, resulting atomic charges in e:
1 F -0.12
2 C -0.18
3 O -0.11
4 H 0.07
5 H 0.08
6 H 0.07
7 H 0.02
8 C -0.17
9 O -0.12
10 H 0.08
11 H 0.09
12 H 0.08
13 H 0.02
14 C -0.15
15 O -0.12
16 H 0.06
17 H 0.09
18 H 0.08
19 H 0.01
20 C -0.13
21 O -0.06
22 H 0.08
23 H 0.09
24 H 0.08
25 H 0.04
26 C -0.12
27 O -0.04
28 H 0.08
29 H 0.09
30 H 0.09
31 H 0.03

[5]
Formula: C32H98N8O13
Source: OMol25
Level of theory: ωB97M-V/def2-TZVPD

Electronic energy (hartree): -2693.889303
Energy relative to the best compared isomer or geometry (same formula, charge and spin) (kcal per mole): 86.0
Frontier orbital gap (eV): 8.09
E_HOMO (hartree): -0.3038

Geometry as XYZ:
```
151
C32H98N8O13 | OMol25 | ωB97M-V/def2-TZVPD
O 5.5255 -0.7268 -1.9908
H 5.1613 0.0893 -1.6479
H 5.1786 -0.7890 -2.8808
O -5.3196 2.1301 0.7147
H -5.3810 1.4905 1.4242
H -5.4036 1.6104 -0.0848
O 1.4157 3.5400 1.0943
H 1.2064 2.6112 0.9950
H 1.0490 3.9535 0.3128
O 4.9059 1.5987 -0.9230
H 4.7915 2.1389 -0.1411
H 5.3067 2.1860 -1.5639
O 4.9813 -0.0905 -4.5339
H 4.6356 0.7801 -4.7307
H 5.5974 -0.2703 -5.2441
C 7.3779 0.9681 0.9953
C 6.7388 0.0487 2.0718
C 7.3672 0.0611 3.4690
O 8.6599 -0.4557 3.3537
C 9.4325 -0.5838 4.5804
N 5.3445 0.3855 2.0553
H 7.0610 2.0058 1.0995
H 7.1354 0.6867 -0.0294
H 8.4671 0.9738 1.0373
H 6.7484 -0.9081 1.5499
H 6.7541 -0.5779 4.1045
H 7.3886 1.0521 3.9222
H 10.4214 -0.9610 4.3198
H 9.1099 -1.3241 5.3124
H 9.4464 0.3368 5.1639
H 5.0554 0.6777 1.1327
H 5.2088 1.1717 2.6746
C 1.5445 7.4323 0.4315
C 0.0597 6.9060 0.5625
C -0.5052 6.1059 -0.6288
O 0.3820 5.0764 -0.9566
C 0.0897 4.5121 -2.2447
N -0.0426 6.1425 1.8286
H 1.8228 8.1554 1.1982
H 1.6711 8.0602 -0.4504
H 2.3044 6.6519 0.4711
H -0.6084 7.7620 0.6576
H -0.5545 6.7653 -1.4953
H -1.5425 5.7997 -0.4932
H 0.9774 4.0218 -2.6444
H -0.2092 5.3101 -2.9243
H -0.7483 3.8152 -2.2620
H 0.5653 5.3420 1.7299
H 0.5012 6.6691 2.4972
C -2.7373 -2.9395 -1.2880
C -4.2907 -3.0159 -1.2936
C -4.9727 -4.3507 -1.0386
O -6.3719 -4.2687 -1.0971
C -6.9852 -5.4842 -0.6479
N -4.7983 -1.9356 -0.4029
H -2.3723 -1.9387 -1.5187
H -2.3669 -3.6178 -2.0566
H -2.3168 -3.2732 -0.3393
H -4.6697 -2.6915 -2.2627
H -4.7226 -4.6771 -0.0291
H -4.6613 -5.0527 -1.8121
H -8.0589 -5.4180 -0.8233
H -6.9623 -5.7875 0.3988
H -6.6420 -6.3452 -1.2215
H -5.7993 -2.0460 -0.4797
H -4.5631 -1.0152 -0.7458
C -1.9041 -3.9812 -5.1493
C -2.5486 -2.6358 -5.2961
C -1.5207 -1.5041 -5.0147
O -2.0172 -0.2238 -5.0977
C -2.7720 0.2568 -3.9117
N -2.9935 -2.3778 -6.7112
H -1.4021 -4.2196 -4.2116
H -1.0980 -4.0896 -5.8748
H -2.6481 -4.7674 -5.2775
H -3.4016 -2.5044 -4.6305
H -0.7266 -1.3624 -5.7478
H -0.8726 -1.6244 -4.1466
H -3.1996 1.2491 -4.0559
H -2.1942 0.3875 -2.9968
H -3.6417 -0.3680 -3.7084
H -2.2346 -2.1609 -7.3414
H -3.5007 -1.5051 -6.7480
C 3.0220 -5.0310 -2.5272
C 2.6770 -3.5772 -2.4257
C 1.1855 -3.2729 -2.9741
O 1.0307 -3.2663 -4.3832
C 1.7929 -2.3334 -5.1331
N 2.6745 -3.2240 -1.0080
H 4.0973 -5.1236 -2.3751
H 2.7913 -5.4121 -3.5220
H 2.4996 -5.7134 -1.8566
H 3.3984 -2.9492 -2.9485
H 0.7051 -2.4188 -2.4968
H 0.5176 -4.0428 -2.5877
H 1.4978 -2.6171 -6.1433
H 2.8666 -2.4429 -4.9803
H 1.4394 -1.3175 -4.9569
H 2.4931 -2.2337 -0.9279
H 3.5822 -3.4244 -0.6129
C -0.3213 2.1019 3.8624
C -0.0735 1.1966 5.1120
C 1.4104 0.9785 5.4724
O 2.3032 0.3864 4.4398
C 2.0170 -0.9734 4.1904
N -0.7900 1.5723 6.3458
H 0.1643 1.5673 3.0460
H 0.0951 3.0786 4.1090
H -1.3805 2.1474 3.6090
H -0.3496 0.1817 4.8258
H 1.6306 0.4254 6.3856
H 1.7853 1.9202 5.8733
H 1.1777 -1.0841 3.5038
H 1.6212 -1.5388 5.0341
H 2.9127 -1.4684 3.8153
H -0.2663 2.3038 6.8048
H -1.6086 2.1248 6.1343
C -3.7491 0.1192 3.4651
C -5.1725 -0.4775 3.4541
C -6.0900 0.3525 4.3907
O -7.2379 -0.5046 4.5287
C -8.3101 0.2148 5.0968
N -5.6587 -0.4269 2.0340
H -3.7488 1.1578 3.1343
H -3.0616 -0.4343 2.8256
H -3.2931 0.0585 4.4532
H -5.1597 -1.5564 3.6091
H -6.4225 1.2465 3.8632
H -5.7873 0.5343 5.4219
H -8.7413 0.9077 4.3742
H -8.0079 0.7677 5.9863
H -9.1222 -0.4306 5.4314
H -6.6272 -0.6899 1.9205
H -5.2576 -1.1842 1.4995
C 1.3314 0.5214 -2.7193
C 1.4047 0.4833 -1.2030
C 0.0834 0.2295 -0.4876
O -0.8144 1.3477 -0.8464
C -1.8678 1.4730 0.0759
N 2.5175 -0.3748 -0.8407
H 1.0039 1.5041 -3.0587
H 0.6017 -0.1997 -3.0876
H 2.3271 0.3798 -3.1394
H 1.7467 1.4358 -0.7979
H 0.1706 0.1801 0.5978
H -0.3245 -0.7612 -0.6879
H -1.4689 1.7658 1.0470
H -2.6161 0.6907 0.2032
H -2.4543 2.3585 -0.1694
H 3.2315 -0.0587 -1.4812
H 2.8679 -0.1988 0.0901
```

Atomic partial charges in e from the Löwdin method, atoms 1 to 99:
1 O -0.07
2 H -0.05
3 H -0.03
4 O -0.08
5 H -0.04
6 H 0.01
7 O -0.05
8 H 0.01
9 H -0.01
10 O -0.05
11 H 0.06
12 H 0.08
13 O -0.03
14 H 0.05
15 H 0.06
16 C -0.07
17 C -0.41
18 C -0.21
19 O -0.18
20 C -0.08
21 N 0.04
22 H 0.07
23 H 0.06
24 H 0.07
25 H 0.14
26 H 0.13
27 H 0.13
28 H 0.08
29 H 0.08
30 H 0.08
31 H 0.03
32 H 0.08
33 C -0.06
34 C -0.37
35 C -0.21
36 O -0.22
37 C -0.07
38 N 0.04
39 H 0.07
40 H 0.07
41 H 0.07
42 H 0.13
43 H 0.11
44 H 0.13
45 H 0.09
46 H 0.08
47 H 0.08
48 H 0.02
49 H 0.06
50 C -0.03
51 C -0.39
52 C -0.22
53 O -0.18
54 C -0.10
55 N 0.03
56 H 0.05
57 H 0.06
58 H 0.08
59 H 0.12
60 H 0.13
61 H 0.13
62 H 0.08
63 H 0.09
64 H 0.08
65 H 0.07
66 H 0.06
67 C -0.07
68 C -0.37
69 C -0.26
70 O -0.18
71 C -0.04
72 N 0.04
73 H 0.06
74 H 0.08
75 H 0.08
76 H 0.12
77 H 0.12
78 H 0.09
79 H 0.08
80 H 0.06
81 H 0.07
82 H 0.06
83 H 0.06
84 C -0.08
85 C -0.42
86 C -0.16
87 O -0.22
88 C -0.09
89 N 0.03
90 H 0.08
91 H 0.07
92 H 0.08
93 H 0.11
94 H 0.09
95 H 0.11
96 H 0.09
97 H 0.08
98 H 0.07
99 H 0.00

[6]
Formula: C12H28BN2O4
Source: OMol25
Level of theory: ωB97M-V/def2-TZVPD

Electronic energy (hartree): -909.129804
Total charge: +1
Frontier orbital gap (eV): 8.21
E_HOMO (hartree): -0.4152

Geometry as XYZ:
```
47
C12H28BN2O4 | OMol25 | ωB97M-V/def2-TZVPD
C 2.9434 -0.0143 1.6744
N 2.3814 -0.8598 0.5802
C 2.6196 -0.2377 -0.7432
B 0.9516 -1.1304 0.8165
O 0.6156 -2.4043 1.3584
C -0.2503 -0.1122 0.4684
C -1.6442 -0.6173 0.9332
N -2.7605 0.3673 0.6232
C -2.2155 1.6831 0.1438
C -1.0394 2.0478 1.1066
O 0.0898 1.1830 0.9744
H 2.2354 -0.0514 2.5298
H 3.9477 -0.3406 1.9797
H 2.9232 1.0359 1.3203
H 3.6361 0.2031 -0.7024
H 1.9329 0.5998 -0.9823
H 2.6559 -1.0198 -1.5183
H 0.8441 -3.0872 0.7221
H -0.2836 -0.0278 -0.6447
H -1.5841 -0.8134 2.0201
H -1.9245 -1.5815 0.4783
H -3.4293 -0.0155 -0.0416
H -3.1993 0.5631 1.5234
H -3.0034 2.4418 0.2704
H -1.8435 1.6089 -0.8880
H -1.4055 1.9394 2.1512
H -0.6785 3.0703 0.9196
C 2.5223 -6.7135 0.4676
C 3.0903 -5.3194 0.5061
O 3.0120 -4.5812 -0.4536
C 3.7582 -4.8778 1.7811
H 2.0735 -6.8943 -0.5081
H 3.3164 -7.4438 0.6292
H 1.7534 -6.8241 1.2344
H 4.6069 -5.5273 2.0012
H 3.0436 -4.9048 2.6057
H 4.1190 -3.8567 1.6639
C -3.9743 6.3770 -2.4586
C -3.5293 4.9702 -2.1712
O -3.8218 4.4169 -1.1302
C -2.7079 4.2770 -3.2261
H -4.5550 6.7518 -1.6175
H -3.1047 7.0205 -2.6006
H -4.5990 6.3942 -3.3529
H -1.7838 4.8298 -3.4014
H -3.2778 4.2038 -4.1532
H -2.4570 3.2716 -2.8890
```

Population analysis type Löwdin, resulting atomic charges in e:
1 C -0.06
2 N -0.11
3 C -0.08
4 B -0.44
5 O 0.13
6 C -0.21
7 C -0.05
8 N 0.07
9 C -0.08
10 C -0.13
11 O -0.11
12 H 0.09
13 H 0.09
14 H 0.09
15 H 0.10
16 H 0.08
17 H 0.09
18 H 0.10
19 H 0.15
20 H 0.15
21 H 0.15
22 H 0.19
23 H 0.18
24 H 0.13
25 H 0.14
26 H 0.14
27 H 0.15
28 C -0.02
29 C -0.51
30 O 0.05
31 C -0.02
32 H 0.08
33 H 0.09
34 H 0.09
35 H 0.09
36 H 0.09
37 H 0.08
38 C -0.01
39 C -0.50
40 O 0.04
41 C -0.02
42 H 0.09
43 H 0.09
44 H 0.09
45 H 0.09
46 H 0.09
47 H 0.06